[1]
ORCA calculation (the ωB97M-V functional and the def2-TZVPD basis) on a cluster of 2 separate species, C2H7NOS2 in total.

Summary:
net charge = -1
multiplicity = 2
LUMO energy (alpha / beta) = 3.453 / 3.417 eV
E_HOMO (alpha / beta) = 0.33 / -3.56 eV

```
13
Properties=species:S:1:pos:R:3:forces:R:3
S -2.706842 -0.388271 0.477808 -1.09 1.66 1.61
N 1.855373 -0.416688 -0.828513 1.00 -0.60 -0.78
C 1.658135 -0.056541 0.467319 1.10 0.44 -0.35
H 1.776039 1.021043 0.682206 -0.58 0.04 -0.13
H -2.022031 1.283921 -0.926069 0.51 0.53 -0.43
O 1.526274 -0.879550 1.333823 -0.14 -0.09 0.72
C -1.819665 1.184010 0.130476 -0.64 -0.59 -0.53
S -1.340157 -1.851117 -0.398458 1.40 -1.55 -1.18
H -0.401822 -1.930669 0.559701 -0.14 -0.02 0.02
H 2.272787 -1.330737 -0.901792 -0.72 -0.56 0.09
H -2.299953 2.003715 0.632778 -0.27 0.30 0.35
H 2.254327 0.130757 -1.577260 -0.43 0.87 0.57
H -0.752471 1.230121 0.347985 0.01 -0.43 0.04
```
Forces are in eV/Å.

[2]
ORCA calculation (the ωB97M-V functional and the def2-TZVPD basis) on a structure of composition C51H52AsF9N4O2PS6Sc.

Summary:
net charge = -2
LUMO energy = 3.338 eV
E_HOMO = -2.25 eV

```
127
Properties=species:S:1:pos:R:3:forces:R:3
C 0.677851 0.693545 -3.534015 0.07 0.03 -0.03
H -4.278222 -1.018044 -0.874124 0.01 0.02 0.00
S 5.708862 -2.002587 -0.561463 0.26 0.11 -0.01
C -5.365853 -1.682190 3.723093 -0.01 0.00 -0.01
C 0.684325 0.220658 -4.841220 0.00 -0.02 0.05
H -3.438609 0.102705 -2.899751 0.01 -0.01 0.04
N -0.647165 -1.819758 2.094830 -0.07 0.17 0.21
C 0.419269 1.953777 5.691106 -0.02 0.15 -0.04
C 0.764481 -3.828971 2.130511 0.05 0.08 -0.03
C 0.165492 2.867542 4.704033 0.04 -0.13 0.12
H -1.293242 -3.920374 0.542758 0.02 -0.02 0.01
H 4.116083 5.828265 0.377913 0.01 -0.01 -0.01
H -2.986066 -2.265578 -0.891675 0.04 0.00 -0.03
C -0.056491 -3.204945 -2.211100 -0.02 -0.02 0.04
F 6.750956 5.254152 0.390398 0.00 -0.01 0.06
H 1.677906 -3.719082 -5.047685 -0.01 -0.01 0.00
H -4.175688 2.569166 1.197991 0.01 -0.01 0.01
H 1.199285 5.549547 -2.300430 -0.04 0.00 -0.02
C 0.345918 2.572134 3.329173 0.05 -0.06 -0.12
H 1.379658 -0.580843 3.661764 0.04 0.11 0.04
H 0.971778 -3.633915 1.078988 0.05 -0.05 -0.02
P 0.869716 2.613839 -1.488782 -0.07 -0.33 0.07
H -1.039554 -2.958553 -1.829719 -0.10 0.01 0.02
C 0.868693 0.673231 5.354732 0.02 -0.10 -0.01
H 1.410096 -5.101851 4.484998 -0.01 0.00 0.00
H 0.036903 -3.034900 4.491717 0.00 -0.04 -0.04
C -0.787898 6.328116 -2.396946 0.04 -0.01 0.00
H -0.079634 -7.174131 1.784154 0.01 0.01 0.01
H -1.085064 0.751729 1.623400 -0.20 0.07 0.04
H -5.220325 -1.822950 4.797403 0.00 0.01 0.00
C -0.738068 -5.047484 4.251344 0.00 0.00 0.01
H 1.370433 3.944581 -4.130395 -0.02 0.03 -0.01
C 2.506040 3.421205 -1.386368 0.06 -0.02 -0.09
C -2.139573 6.062812 -2.215628 0.03 -0.03 0.03
C 3.965532 5.023693 -0.331447 -0.04 0.02 0.01
C -1.537500 -5.568970 1.923258 0.01 -0.01 0.01
H 2.889438 -3.378465 0.147868 -0.05 -0.08 0.05
H 1.354673 3.124661 -6.450261 0.00 0.01 0.00
C 0.640525 -5.596857 3.884372 0.02 0.00 0.00
H -0.184939 3.862629 4.933474 0.00 0.01 -0.01
C -3.218772 2.371013 1.690828 0.04 0.09 -0.02
H -5.207809 0.866730 2.753505 0.01 0.01 -0.01
H -3.028151 -2.721307 3.283483 0.00 -0.04 -0.02
As 4.338851 -0.629608 0.294485 -0.53 0.10 0.11
F -4.389484 6.692135 -2.595067 -0.06 -0.02 0.00
C -2.393152 -0.135949 -2.700524 0.03 0.11 0.07
F 1.775191 1.229305 -8.088377 0.04 0.04 -0.01
C -3.134025 7.154719 -2.445064 0.00 0.01 -0.02
H -5.522305 -2.671576 3.286509 0.01 0.00 0.00
H 0.498306 0.001456 -2.723354 0.08 -0.04 0.06
H 0.049987 -5.955850 0.507936 -0.01 0.01 0.00
C 0.146408 5.332079 -2.167773 -0.06 -0.01 0.01
C -1.804602 -1.140999 2.397009 -0.05 -0.03 -0.12
C 5.034852 4.534967 -1.071961 -0.05 -0.04 0.03
F 1.074861 -0.702389 -7.417340 0.01 -0.06 0.02
F -3.175441 8.043681 -1.429376 0.01 0.02 0.05
F -2.854069 7.874641 -3.553575 0.02 0.03 -0.05
C -1.607098 3.826214 -1.541954 0.00 0.01 -0.02
C 6.372453 5.175736 -0.897835 0.01 0.08 0.01
C 2.438951 -3.777954 -3.059627 0.00 0.00 -0.08
C 0.144721 -3.352713 -3.567300 -0.10 0.03 0.03
H -2.624502 -3.724428 1.669685 -0.04 0.02 0.00
C 0.911166 2.036286 -3.256480 -0.03 0.12 -0.08
C 4.854425 3.474987 -1.941531 0.01 -0.01 -0.01
S 0.029249 3.684110 2.099195 0.07 0.00 -0.04
H 5.695756 3.051855 -2.471518 0.01 0.01 0.00
C 0.919122 1.098501 -5.884627 -0.01 -0.01 0.00
C -4.272724 0.321641 2.669384 0.02 0.05 -0.01
H 0.696466 -6.671535 4.097510 -0.01 0.00 -0.01
H 4.025511 -3.479670 -1.030458 0.08 -0.14 0.02
H 1.893964 -5.650443 2.119186 0.00 0.01 0.01
C 3.591570 2.925084 -2.102039 0.01 0.00 0.06
H -3.124358 3.056918 2.535645 -0.04 -0.02 0.02
N 0.889963 -3.317352 -1.279147 -0.01 -0.05 -0.11
F 7.355242 4.549184 -1.560752 0.05 -0.05 -0.05
C -2.988604 -1.695446 2.970087 0.05 0.06 -0.03
H 1.887136 4.826038 0.120954 0.02 -0.03 0.04
H -3.347877 -1.357994 0.612911 -0.04 -0.06 -0.09
C -0.786866 -3.539230 3.972057 0.03 0.04 0.04
C 1.157878 2.444998 -5.630981 0.00 0.05 0.05
H -3.601176 4.615079 -1.607014 0.00 0.00 0.00
C -0.146686 -6.099153 1.574918 0.01 -0.01 -0.01
O -0.755053 -0.589884 -0.694105 0.29 -0.09 0.00
C -0.250636 4.058002 -1.757068 0.07 0.16 -0.04
H -1.754192 0.609901 -3.166735 -0.04 0.00 -0.02
S 2.614052 -0.346831 -1.109754 0.03 0.19 -0.29
C -1.810114 -5.765635 3.420314 0.01 0.00 -0.01
C 0.886126 -5.331649 2.399442 -0.03 0.00 0.00
H 3.470458 2.072657 -2.756352 -0.01 -0.01 0.01
C 1.447804 -3.629849 -3.991958 0.09 -0.01 0.01
C -2.551624 4.813557 -1.778405 -0.01 -0.02 0.02
H 1.082465 -0.082352 6.096248 -0.01 0.01 0.00
C 2.710487 4.466290 -0.484397 -0.02 -0.04 0.08
H -1.698490 -3.127870 4.394271 0.03 0.00 0.03
C 0.866534 0.619642 -7.300262 -0.01 -0.01 -0.04
H 3.464369 -3.973645 -3.344169 -0.01 -0.01 0.01
C 1.040526 0.377027 4.033267 0.01 -0.09 0.10
C 1.158047 2.901547 -4.325357 0.02 -0.05 -0.01
H 1.513578 -3.306815 2.723403 0.00 -0.02 0.02
S 5.030360 1.215768 0.998424 0.15 0.05 -0.01
N 3.098768 -3.809647 -0.751010 -0.31 0.01 -0.21
C -4.176405 -0.989284 3.103063 -0.02 -0.04 0.02
H -2.293737 -6.106127 1.339597 -0.02 0.00 0.01
Sc 0.989005 -0.750450 0.742192 -0.31 -0.32 0.37
H -0.931497 -5.216098 5.316499 -0.01 -0.01 0.00
H 0.277583 2.229741 6.729309 -0.02 -0.01 0.00
H -1.810640 -6.835343 3.661469 0.00 0.00 0.00
C -3.135582 0.940257 2.142708 0.08 -0.08 0.09
C -1.946183 0.237506 2.038252 0.09 -0.12 -0.01
H -2.803527 -5.376579 3.674737 0.01 0.01 -0.01
C 2.128695 -3.629800 -1.688428 0.21 0.10 0.19
H -0.466876 7.309822 -2.722689 -0.01 0.00 0.00
H 0.523946 -0.833293 -5.027977 0.00 0.00 0.00
H -2.140012 -1.126529 -3.074605 0.04 -0.06 0.05
H -1.928470 2.859990 -1.167597 0.03 0.03 -0.01
S 3.063511 -1.657033 1.835510 0.30 0.02 0.02
O 0.995531 0.933947 1.816749 0.01 -0.04 -0.52
F -0.338981 0.862320 -7.874004 -0.04 0.02 0.00
S -2.133393 -0.031428 -0.919293 -0.25 0.05 -0.12
H -2.400662 2.625668 1.020932 0.01 -0.01 -0.02
C -1.598987 -4.078136 1.583578 0.00 0.08 0.04
H -0.677358 -3.247840 -4.264092 0.01 0.01 0.00
C -0.616164 -3.254485 2.459731 -0.07 -0.13 -0.13
F 6.372145 6.461976 -1.352557 -0.01 0.02 -0.03
C -3.306868 -1.311956 -0.474511 0.00 0.04 0.03
H -6.278450 -1.100577 3.582581 0.01 0.00 0.00
N 0.795515 1.292241 3.073104 -0.07 0.25 0.19
```
Forces are in eV/Å.

For each record above, in turn, the calculated ΔE to the lowest compared entry with this formula, charge and spin values are 0.0; 12.3 kcal per mole.